DFT (ωB97M-V/def2-TZVPD) results for a cluster of 3 separate species, C27H50BrIN9O6P3S in total in a non-equilibrium geometry.

```
98
Properties=species:S:1:pos:R:3:forces:R:3
C 1.211264 3.402080 3.901223 -0.591 -0.078 -0.090
C 0.540993 2.292474 3.048615 0.489 1.052 -0.573
C -0.233600 2.970994 1.859989 0.327 -0.399 0.687
I -2.334446 2.396929 1.827314 0.254 0.409 -0.073
C 0.452609 2.693113 0.534712 -0.471 -0.057 0.509
C 0.395788 1.434042 -0.024810 0.252 -1.250 -0.158
C 0.983963 1.137174 -1.261668 0.039 -0.365 0.705
C 1.664673 2.093335 -1.976551 0.021 -0.899 -1.058
C 2.235148 1.706571 -3.326728 1.951 1.162 0.109
C 3.708273 2.212618 -3.435569 -0.381 -2.068 2.057
C 4.655063 1.606093 -2.351949 0.539 0.457 -4.565
O 4.617750 1.258736 -3.862088 -0.520 0.881 -0.781
C 1.734446 3.347291 -1.403332 0.553 0.729 0.363
N 2.432673 4.402055 -2.134473 -1.495 0.090 0.080
C 1.723476 4.892486 -2.999787 1.136 -0.754 -1.077
S 1.041512 5.229799 -4.367169 -0.201 0.488 0.486
C 1.165071 3.670509 -0.174889 -0.797 0.647 -0.429
P 1.279977 5.337670 0.628496 0.580 0.505 1.622
N -0.339649 5.918111 0.585852 0.705 -0.200 -1.315
O 2.117668 6.419395 -0.325463 -0.596 -0.734 -0.214
C 0.707079 -0.330479 -1.587959 -0.072 1.450 -0.344
O 1.297423 -1.108736 -2.282689 -0.672 0.474 0.380
N -0.444590 -0.609588 -0.770164 0.094 -2.400 0.681
Br -2.086963 -0.222872 -1.553764 0.089 -0.064 -0.158
C -0.231409 0.118118 0.459453 -0.031 1.735 0.110
O -0.441727 -0.268605 1.570510 0.000 -0.046 -0.933
H 1.462787 4.275323 3.290051 0.187 -0.266 -0.008
H 2.119336 3.026583 4.376300 -0.245 0.050 0.183
H 0.490427 3.768635 4.642601 0.296 -0.141 0.112
H -0.109252 1.664392 3.652941 0.260 -0.154 -0.130
H 1.354909 1.726596 2.584508 -0.339 -0.421 0.307
H -0.276110 4.034753 2.080621 -0.246 -0.141 -0.284
H 1.698496 2.131271 -4.179289 -0.353 -0.303 0.169
H 2.364642 0.626254 -3.381356 -0.539 0.094 -0.204
H 3.880655 3.251972 -3.704514 0.168 -0.188 -0.064
H 5.578685 2.168042 -2.468686 0.200 -0.205 1.865
H 4.607717 0.555682 -2.089311 -0.402 0.557 1.640
H -0.300768 6.933953 0.639867 -0.118 -0.054 0.331
H -0.780884 5.704155 -0.308594 -0.201 0.021 0.142
H 3.037907 6.123516 -0.312330 0.093 0.282 -0.093
O 1.718816 0.309472 5.782451 2.865 1.707 0.965
P 2.216895 -0.673243 6.820325 -4.686 -4.232 -0.943
N 2.516412 -2.016273 5.781420 1.020 -0.249 -0.317
C 1.638454 -3.144799 5.571678 -0.159 -0.169 0.459
C 3.262750 -1.692814 4.571204 -0.178 0.473 -0.058
N 0.753688 -0.728470 7.751597 -0.312 0.698 0.839
C -0.265642 -1.745732 7.621661 0.254 -0.461 0.048
C 0.128992 0.576401 7.954552 0.122 0.137 -0.311
N 3.012060 -1.494711 8.120131 1.354 1.902 -0.178
C 4.241772 -2.267395 7.919501 0.281 -0.122 -0.220
C 2.851340 -1.015116 9.498749 -0.147 0.170 0.228
H 2.139685 -3.912096 4.976478 0.136 0.191 -0.104
H 0.713325 -2.868346 5.051142 -0.052 -0.099 0.032
H 1.400440 -3.642704 6.512443 -0.168 0.149 0.033
H 4.114641 -1.049838 4.809264 -0.073 0.086 -0.068
H 2.644662 -1.177651 3.825964 0.076 0.027 -0.043
H 3.671911 -2.596936 4.115445 -0.086 -0.105 0.156
H -0.683750 -1.796414 6.608397 -0.041 -0.105 0.007
H -1.094425 -1.545449 8.304746 0.097 0.232 0.020
H 0.112722 -2.724773 7.920340 0.045 -0.050 -0.207
H -0.485476 0.881767 7.099272 0.009 0.099 0.012
H 0.884438 1.347713 8.114634 -0.034 0.013 -0.099
H -0.500517 0.558986 8.848339 0.010 -0.177 -0.001
H 3.998192 -3.324882 7.798296 -0.022 0.035 -0.108
H 4.926180 -2.187599 8.765477 -0.175 0.166 0.093
H 4.797056 -1.937466 7.044948 -0.071 -0.118 -0.080
H 2.171964 -1.676355 10.041032 -0.025 0.037 -0.024
H 2.445197 -0.007912 9.535006 -0.152 -0.075 -0.009
H 3.796452 -0.981744 10.043662 0.093 -0.088 -0.196
O -4.433721 -0.818073 -5.021888 0.746 -2.022 2.905
P -3.924623 -2.050059 -5.746598 -0.695 2.940 -6.102
N -2.621240 -1.266582 -6.577596 1.171 -0.050 0.215
C -2.649920 -0.789029 -7.939868 -0.170 -0.419 -0.261
C -1.776714 -0.417721 -5.748978 -0.377 0.134 0.378
N -5.356578 -2.325205 -6.687902 -0.936 -0.764 0.423
C -5.562103 -1.845891 -8.035673 0.422 -0.178 -0.277
C -6.597599 -2.207077 -5.926259 0.133 0.225 0.231
N -3.311273 -3.569235 -6.309169 -0.077 -0.464 2.332
C -1.877589 -3.876188 -6.324158 0.379 0.071 0.093
C -4.155999 -4.769121 -6.248743 -0.272 -0.181 0.059
H -1.652610 -0.469502 -8.253009 0.044 0.056 0.236
H -3.331635 0.060441 -8.075382 -0.005 -0.007 -0.129
H -2.910052 -1.587599 -8.635603 -0.217 0.048 0.027
H -1.520256 -0.925482 -4.814906 -0.083 0.098 0.054
H -2.264584 0.532561 -5.498238 0.078 0.025 0.096
H -0.831876 -0.197827 -6.251431 -0.067 -0.129 -0.161
H -5.495664 -0.753055 -8.109100 0.021 0.005 -0.107
H -6.551696 -2.135599 -8.396961 -0.056 -0.050 0.250
H -4.863022 -2.311357 -8.731899 0.125 0.171 0.014
H -6.924989 -1.166000 -5.822664 -0.044 -0.008 0.087
H -6.478139 -2.620441 -4.923253 0.003 0.101 0.015
H -7.394511 -2.777431 -6.411093 0.099 -0.013 -0.136
H -1.469375 -3.684232 -7.318524 -0.013 0.116 0.040
H -1.673520 -4.921152 -6.086051 -0.263 -0.016 0.042
H -1.322080 -3.284092 -5.601292 0.032 0.091 -0.121
H -4.520647 -5.012130 -7.249269 -0.025 0.039 0.020
H -5.015651 -4.629765 -5.598876 -0.077 0.071 -0.143
H -3.621580 -5.639216 -5.863689 0.180 0.139 0.008
```
Forces are in eV/Å.

Results
* maximum force: 0.1324 Eh/bohr
* HOMO: -7.98 eV
* calculated total energy: -171343.4429 eV
* HOMO-LUMO gap: 7.2 eV
* spin multiplicity: 1
* SMILES string: CC[C@H](I)c1c2c(c(C[C@H]3CO3)c(N=C=S)c1P(N)O)C(=O)N(Br)C2=O.CN(C)P(=O)(N(C)C)N(C)C.CN(C)P(=O)(N(C)C)N(C)C

These are the Mulliken partial charges, in e, on atoms 1 to 5: -1.30, 0.09, -1.80, 0.06, 0.12

=====

DFT (ωB97M-V/def2-TZVPD) results for a structure of composition C27H50Cl3FN10OY in a non-equilibrium geometry.

```
93
Properties=species:S:1:pos:R:3:forces:R:3
Y 0.286852 0.192937 -0.318698 -0.350 -0.352 0.604
C 5.657773 -0.918256 -1.951919 -0.055 0.046 -0.044
N 4.403776 -0.226137 -1.710291 -0.093 -0.076 -0.217
C 3.942244 0.620515 -2.800012 0.045 0.066 0.067
C 3.568295 -0.533090 -0.669748 0.167 -0.089 -0.211
N 2.809912 0.359515 -0.079555 -0.119 0.311 0.349
C 3.278691 1.750530 -0.108339 0.004 -0.200 0.138
C 2.267857 2.718729 -0.681785 0.009 -0.079 0.091
N 0.928868 2.615323 -0.063756 0.144 0.161 -0.046
C 0.943743 3.015671 1.364382 -0.027 -0.105 -0.015
C 1.095471 1.839760 2.316523 -0.091 -0.097 -0.066
N 0.048606 0.853460 2.026043 0.093 0.234 0.202
C -0.360461 0.084524 3.008393 -0.134 0.023 0.128
N 0.388297 -0.240568 4.093351 0.022 -0.104 0.102
C 1.823498 -0.443046 3.990722 -0.055 -0.009 0.061
C -0.198504 -0.562120 5.390149 0.108 0.014 -0.095
N -1.640131 -0.387133 3.004244 -0.108 -0.102 -0.208
C -1.923161 -1.798599 3.258033 -0.023 0.119 -0.001
C -2.697174 0.422863 2.411315 0.114 -0.043 0.156
C -0.010270 3.466085 -0.824423 -0.082 0.022 0.137
C -1.444601 3.014316 -0.653348 0.116 -0.101 -0.007
N -1.599864 1.719808 -1.319682 0.021 -0.042 0.322
C -2.691348 1.585548 -2.039134 0.044 0.147 -0.238
N -2.739228 0.757076 -3.109975 0.045 -0.124 0.029
C -3.956058 0.036169 -3.464457 0.101 0.003 0.010
C -1.525965 0.294753 -3.767481 -0.101 0.074 -0.073
N -3.827535 2.321616 -1.809460 -0.125 -0.109 0.025
C -4.658329 2.827011 -2.889261 0.016 -0.015 0.056
C -4.345671 2.511423 -0.467501 0.034 0.051 -0.038
N 3.588133 -1.826783 -0.253763 -0.160 0.085 -0.024
C 3.447305 -2.901445 -1.231935 0.172 0.058 0.052
C 3.292882 -2.145968 1.134818 0.119 0.024 -0.056
H 6.453782 -0.181639 -2.087943 -0.019 -0.015 -0.005
H 5.613143 -1.534211 -2.856548 -0.002 0.013 0.039
H 5.908089 -1.552200 -1.106824 -0.009 0.003 0.031
H 3.953154 0.053578 -3.734279 0.018 -0.030 -0.006
H 4.583440 1.496762 -2.928948 0.030 0.014 0.014
H 2.917712 0.931657 -2.614626 0.102 -0.145 -0.077
H 4.195633 1.865473 -0.685117 0.077 -0.008 0.024
H 3.528836 2.049106 0.913763 0.001 0.034 0.033
H 2.148505 2.508874 -1.743661 -0.085 0.116 -0.007
H 2.663618 3.733394 -0.566219 -0.055 0.142 -0.069
H -0.000270 3.508139 1.590475 -0.050 0.029 -0.033
H 1.744129 3.740399 1.541987 0.025 0.078 -0.023
H 0.990847 2.211275 3.339395 0.072 0.025 0.060
H 2.094868 1.417409 2.219285 0.027 0.009 0.023
H 2.107767 -0.509484 2.947704 0.019 -0.020 -0.065
H 2.084106 -1.384647 4.476484 -0.006 -0.032 0.005
H 2.387059 0.358208 4.472763 0.014 0.029 0.010
H -1.237590 -0.250652 5.420764 -0.010 0.019 -0.019
H 0.350558 -0.027148 6.166891 0.006 0.000 -0.015
H -0.138798 -1.631926 5.608528 -0.007 0.015 -0.025
H -1.003078 -2.319006 3.516048 -0.021 0.025 -0.019
H -2.328382 -2.269856 2.358667 0.007 0.027 0.006
H -2.642832 -1.921910 4.070544 0.021 0.009 0.006
H -2.707585 1.413367 2.868011 0.010 0.004 0.021
H -3.650488 -0.062136 2.613851 -0.015 -0.002 0.017
H -2.594826 0.544470 1.337715 0.004 -0.046 -0.087
H 0.232033 3.381427 -1.882881 0.066 0.040 -0.025
H 0.092012 4.517151 -0.529933 0.106 0.017 0.009
H -2.086273 3.772077 -1.104172 -0.104 0.051 0.029
H -1.698757 2.953313 0.411323 -0.008 0.051 0.012
H -4.708674 0.149598 -2.688194 0.014 0.017 0.002
H -3.722884 -1.025944 -3.557851 0.012 -0.009 0.017
H -4.369528 0.381052 -4.415155 0.023 -0.011 0.009
H -0.750882 1.050943 -3.699639 0.006 0.003 0.047
H -1.758799 0.105307 -4.816002 -0.012 0.033 -0.004
H -1.136644 -0.621787 -3.327092 -0.006 -0.065 0.038
H -4.141242 2.718656 -3.838996 0.002 0.005 0.021
H -4.854044 3.887656 -2.724633 -0.009 0.041 0.021
H -5.620540 2.311318 -2.947042 -0.010 -0.018 -0.008
H -3.755862 1.938296 0.243725 -0.005 0.029 -0.039
H -5.377789 2.154321 -0.418440 -0.007 0.004 -0.014
H -4.336253 3.563410 -0.168184 0.014 -0.002 0.000
H 3.792144 -2.567766 -2.208227 -0.061 -0.031 0.069
H 2.405515 -3.204111 -1.319431 -0.124 -0.032 0.035
H 4.037742 -3.765969 -0.927036 0.017 0.007 0.015
H 3.716012 -1.364597 1.762689 0.016 0.017 0.008
H 3.786007 -3.089501 1.376505 -0.006 0.024 -0.012
H 2.227901 -2.252752 1.330510 0.011 0.043 -0.024
Cl -3.628045 -6.322680 -0.598727 0.023 0.022 0.017
C -2.482063 -5.049900 -0.332853 0.026 -0.020 0.012
C -2.845682 -3.736850 -0.557240 -0.129 0.063 -0.037
C -1.896039 -2.757457 -0.350544 -0.022 -0.019 -0.022
Cl -2.296732 -1.089610 -0.646839 -0.255 -0.145 -0.121
C -0.581868 -2.970222 0.089458 0.165 0.048 0.090
O 0.252810 -1.978739 0.275798 -0.189 -0.047 -0.035
C -0.288569 -4.328817 0.324866 -0.002 -0.066 0.126
Cl 1.261106 -4.761873 0.973128 -0.043 -0.018 -0.051
C -1.204233 -5.345069 0.110321 0.060 -0.065 0.029
H -3.848248 -3.484963 -0.878935 0.076 0.002 -0.029
H -0.917109 -6.371108 0.301442 -0.010 0.062 0.002
F 0.928177 -0.006596 -2.183846 0.360 -0.118 -1.214
```
Forces are in eV/Å.

Results
* maximum force: 0.0247 Eh/bohr
* net charge: +1
* HOMO: -10.19 eV
* ΔE to the lowest compared entry with this formula, charge and spin: 54.71 kJ/mol
* calculated total energy: -87087.6693 eV
* HOMO-LUMO gap: 8.6 eV
* spin multiplicity: 1

These are the Mulliken partial charges, in e, on atoms 1 to 5: 1.16, -1.21, 0.28, -0.76, 0.39